{
  "formula": "C19H44B2NO26",
  "method": "the ωB97M-V functional and the def2-TZVPD basis",
  "charge": -1,
  "max_force_ha_per_bohr": 0.2381,
  "elements": ["C", "C", "C", "C", "N", "C", "C", "C", "C", "C", "C", "C", "H", "H", "H", "H", "H", "H", "H", "H", "H", "H", "H", "H", "H", "H", "H", "H", "H", "H", "H", "H", "H", "H", "H", "H", "O", "C", "O", "B", "O", "C", "O", "O", "C", "O", "C", "O", "O", "O", "C", "O", "B", "O", "C", "O", "O", "C", "O", "C", "O", "O", "O", "H", "H", "O", "H", "H", "O", "H", "H", "O", "H", "H", "O", "H", "H", "O", "H", "H", "O", "H", "H", "O", "H", "H", "O", "H", "H", "O", "H", "H"],
  "positions_angstrom": [[-8.143, 1.094, 4.395], [-8.174, -0.120, 3.273], [-7.053, -0.907, 3.356], [-5.745, -0.221, 2.884], [-4.891, -1.122, 2.008], [-3.626, -0.276, 1.825], [-2.981, -0.636, 0.464], [-4.287, -0.948, -0.336], [-5.364, -1.365, 0.745], [-4.559, -2.330, 2.940], [-3.390, -3.263, 2.390], [-3.157, -4.497, 3.168], [-8.997, 1.489, 4.738], [-7.478, 1.665, 3.816], [-7.803, 0.776, 5.487], [-8.443, 0.433, 2.332], [-9.105, -0.839, 3.304], [-7.393, -1.928, 2.756], [-6.841, -1.288, 4.360], [-4.984, -0.131, 3.655], [-5.982, 0.798, 2.596], [-2.875, -0.481, 2.675], [-3.791, 0.617, 1.643], [-2.214, -1.362, 0.501], [-2.402, 0.175, 0.154], [-4.157, -1.549, -1.258], [-4.732, -0.040, -0.853], [-5.493, -2.483, 0.597], [-6.341, -0.912, 0.659], [-5.303, -2.984, 3.019], [-4.374, -1.923, 3.822], [-2.680, -2.572, 2.346], [-3.450, -3.516, 1.257], [-2.955, -4.614, 4.252], [-2.212, -4.754, 2.678], [-3.993, -5.256, 2.935], [2.686, 4.352, 1.926], [1.915, 4.103, 1.046], [1.861, 3.021, 0.481], [0.761, 3.175, -0.571], [0.175, 4.481, -0.306], [0.804, 4.958, 0.576], [0.351, 5.933, 1.232], [-0.268, 2.187, -0.496], [-0.441, 1.597, -1.613], [-1.483, 1.038, -1.973], [0.536, 2.183, -2.522], [1.335, 2.970, -1.885], [0.901, 1.675, -3.588], [5.080, 2.385, -3.357], [4.647, 1.379, -2.744], [3.734, 1.439, -1.868], [3.609, 0.115, -1.188], [4.550, -0.676, -2.110], [5.146, 0.036, -2.899], [5.927, -0.282, -3.766], [2.188, -0.298, -1.341], [1.856, -0.805, -0.236], [0.712, -1.244, -0.073], [2.890, -0.453, 0.797], [3.900, 0.075, 0.175], [2.840, -0.784, 1.957], [4.856, -2.843, -4.595], [4.201, -3.022, -3.906], [5.444, -1.979, -4.382], [4.782, -1.410, 3.815], [4.018, -1.029, 3.456], [4.951, -2.338, 3.544], [4.273, 5.415, -2.768], [4.066, 5.664, -1.891], [4.402, 4.502, -2.698], [6.302, 2.358, -5.686], [5.636, 2.439, -4.853], [5.887, 3.032, -6.128], [1.416, -0.760, -4.347], [2.219, -1.019, -4.694], [1.539, 0.042, -3.817], [6.188, -1.361, 1.142], [5.543, -0.518, 1.019], [6.009, -1.397, 2.204], [7.515, 4.338, -4.129], [7.406, 4.531, -3.183], [6.861, 3.729, -4.532], [0.045, -1.848, 2.694], [0.788, -1.371, 2.680], [0.036, -2.125, 1.693], [-0.082, -2.322, -2.505], [0.097, -1.815, -3.216], [-0.212, -1.875, -1.640], [8.252, -1.729, -4.796], [9.139, -1.117, -4.593], [7.578, -1.460, -4.126]],
  "mulliken_charge": [-1.1594, -0.7681, -0.0578, -0.8813, 0.8365, -1.5145, 0.2647, -0.9018, -0.5663, -1.4372, 0.2556, -1.5136, 0.4307, 0.3757, 0.2301, 0.2546, 0.3410, 0.2522, 0.3448, 0.4120, 0.4717, 0.2290, 0.9366, 0.0947, 0.0029, 0.4117, 0.3146, 0.2456, 0.4264, 0.6900, 0.6100, 0.0100, 0.2678, 0.3400, 0.3976, 0.3179, -0.6616, 0.5183, -0.3425, 1.7721, -0.5956, 0.5096, -0.7233, -0.6447, 1.0060, -0.6524, -0.0047, -0.3840, -0.8215, -0.6934, 0.6248, -0.2078, 1.3707, -0.7426, 0.3268, -0.8158, 0.2067, 0.7105, -0.4913, 0.0283, -0.6378, -0.7289, -0.6738, 0.2965, 0.4050, -0.7288, 0.3974, 0.3366, -0.6275, 0.3037, 0.3003, -0.7271, 0.5140, 0.3136, -0.6908, 0.3147, 0.3296, -0.6624, 0.3535, 0.3913, -0.6664, 0.2849, 0.3550, -0.6292, 0.2804, 0.3643, -0.6476, 0.3341, 0.2832, -0.6825, 0.3126, 0.3749]
}

{
  "formula": "C42H46GeMnN5O2S2",
  "method": "the ωB97M-V functional and the def2-TZVPD basis",
  "charge": -1,
  "max_force_ha_per_bohr": 0.0020,
  "multiplicity": 6,
  "elements": ["Mn", "C", "C", "C", "C", "C", "C", "C", "S", "O", "O", "N", "C", "C", "C", "C", "C", "N", "H", "H", "H", "H", "H", "H", "H", "H", "H", "H", "H", "C", "H", "H", "H", "C", "N", "C", "S", "N", "C", "H", "H", "H", "H", "H", "H", "H", "H", "C", "C", "C", "C", "C", "C", "C", "C", "N", "H", "H", "H", "H", "H", "H", "H", "H", "H", "C", "C", "C", "C", "C", "C", "Ge", "C", "C", "C", "C", "C", "C", "C", "C", "C", "C", "C", "C", "H", "H", "H", "H", "H", "H", "H", "H", "H", "H", "H", "H", "H", "H", "H"],
  "positions_angstrom": [[-0.166, -0.880, -0.155], [-6.333, -3.015, -0.399], [-5.287, -2.412, 0.499], [-4.859, -3.069, 1.646], [-3.875, -2.521, 2.460], [-3.322, -1.301, 2.121], [-3.746, -0.617, 0.989], [-4.720, -1.177, 0.184], [-2.028, -0.609, 3.109], [-1.898, -1.417, 4.305], [-2.332, 0.791, 3.298], [-0.802, -0.800, 2.102], [0.498, -0.866, 2.484], [1.062, -0.951, 3.774], [2.428, -1.088, 3.874], [3.234, -1.137, 2.734], [2.618, -1.013, 1.507], [1.301, -0.854, 1.396], [-6.681, -3.973, -0.011], [-5.935, -3.180, -1.402], [-7.196, -2.354, -0.495], [-5.292, -4.029, 1.904], [-3.525, -3.033, 3.347], [-3.310, 0.342, 0.740], [-5.038, -0.649, -0.709], [0.420, -0.943, 4.641], [2.878, -1.173, 4.856], [4.305, -1.273, 2.796], [3.178, -1.038, 0.578], [-1.508, -1.028, -1.707], [-1.785, -2.081, -1.788], [-1.008, -0.729, -2.632], [-2.404, -0.422, -1.573], [3.716, 3.364, -0.428], [3.883, 1.949, -0.725], [4.829, 1.141, -0.228], [5.364, -0.218, -1.069], [5.353, 1.456, 0.986], [4.595, 2.084, 2.066], [3.231, 3.823, -1.287], [4.690, 3.836, -0.279], [3.087, 3.543, 0.442], [3.482, 1.621, -1.591], [6.047, 0.782, 1.263], [4.734, 3.165, 2.098], [4.937, 1.663, 3.009], [3.531, 1.869, 1.971], [-1.272, -4.024, 0.732], [-0.218, -4.651, -0.125], [-0.125, -6.020, -0.244], [0.867, -6.619, -1.023], [1.796, -5.828, -1.703], [1.751, -4.455, -1.629], [2.738, -3.596, -2.354], [0.725, -3.799, -0.832], [0.694, -2.502, -0.781], [-1.907, -4.787, 1.186], [-1.910, -3.346, 0.158], [-0.829, -3.424, 1.531], [-0.836, -6.646, 0.286], [0.918, -7.698, -1.096], [2.566, -6.303, -2.302], [3.449, -4.206, -2.913], [3.286, -2.954, -1.661], [2.225, -2.921, -3.042], [2.158, 2.396, -4.653], [1.221, 3.336, -4.245], [0.461, 3.114, -3.102], [0.617, 1.956, -2.337], [1.543, 1.009, -2.787], [2.313, 1.225, -3.924], [-0.344, 1.605, -0.627], [0.372, 2.971, 0.636], [0.397, 4.329, 0.310], [0.882, 5.280, 1.196], [1.353, 4.890, 2.444], [1.318, 3.550, 2.798], [0.829, 2.605, 1.901], [-2.159, 2.333, -0.928], [-2.876, 2.866, 0.146], [-4.187, 3.298, -0.008], [-4.808, 3.213, -1.247], [-4.109, 2.692, -2.328], [-2.800, 2.256, -2.165], [2.756, 2.571, -5.538], [1.080, 4.246, -4.818], [-0.278, 3.853, -2.812], [1.677, 0.080, -2.236], [3.037, 0.479, -4.230], [0.027, 4.656, -0.656], [0.890, 6.327, 0.916], [1.731, 5.630, 3.140], [1.660, 3.235, 3.777], [0.793, 1.567, 2.201], [-2.413, 2.925, 1.126], [-4.725, 3.695, 0.845], [-5.831, 3.550, -1.369], [-4.585, 2.622, -3.299], [-2.270, 1.844, -3.018]],
  "mulliken_charge": [0.3341, -1.4351, 0.9742, -0.8290, -0.3550, -0.5820, -0.1162, -0.7765, 1.3461, -0.8122, -0.7349, 0.2858, -0.0296, -1.0009, -0.6075, -1.0658, -0.4592, 1.1695, 0.3515, 0.3041, 0.3465, 0.2968, 0.4724, 0.5264, 0.4761, 0.6086, 0.3931, 0.5651, 0.3555, -1.0897, 0.4955, 0.5604, 0.1378, -0.9690, 0.3323, 0.1514, -0.4267, -0.1333, -0.8111, 0.2928, 0.4488, 0.1333, -0.1350, 0.3184, 0.3098, 0.3895, 0.0934, -0.4355, 1.0218, -0.8016, -0.6754, -0.8058, 1.0659, -1.2241, -0.7120, -0.2198, 0.4136, -0.1627, 0.0348, 0.3567, 0.3687, 0.3589, 0.3845, 0.1743, 0.2112, -0.6238, -0.7203, -0.3774, 0.6843, -1.6109, -0.1320, 1.6088, -0.1310, -0.3291, -0.6324, -0.7098, -0.3742, -0.0837, 0.0630, -0.3298, -0.4783, -0.5857, -0.6565, -0.2854, 0.3737, 0.4049, 0.2205, 0.5758, 0.4133, 0.1457, 0.4019, 0.3294, 0.4480, 0.2213, 0.2023, 0.4019, 0.3718, 0.3769, 0.3625]
}

{
  "formula": "C29H26AsN4O3S2Sr",
  "method": "the ωB97M-V functional and the def2-TZVPD basis",
  "charge": -1,
  "max_force_ha_per_bohr": 0.1314,
  "elements": ["Sr", "O", "C", "C", "C", "C", "C", "C", "C", "O", "N", "N", "C", "C", "C", "C", "C", "C", "C", "O", "H", "H", "H", "H", "H", "H", "H", "H", "H", "H", "N", "C", "C", "C", "C", "C", "C", "C", "C", "C", "H", "H", "H", "H", "S", "C", "C", "N", "C", "H", "H", "H", "C", "As", "C", "C", "S", "H", "H", "H", "H", "H", "H", "H", "H", "H"],
  "positions_angstrom": [[0.141, -0.641, 0.330], [-5.049, 0.334, -2.022], [-4.291, 1.065, -2.859], [-4.909, 1.633, -3.976], [-4.181, 2.392, -4.871], [-2.821, 2.607, -4.671], [-2.207, 2.043, -3.567], [-2.919, 1.269, -2.650], [-2.166, 0.677, -1.499], [-0.929, 0.900, -1.371], [-2.909, -0.077, -0.700], [-2.228, -0.520, 0.431], [-2.075, -1.767, 0.621], [-1.200, -2.357, 1.682], [-1.774, -3.557, 2.152], [-1.247, -4.340, 3.141], [-0.097, -3.878, 3.782], [0.387, -2.631, 3.529], [-0.197, -1.732, 2.587], [0.052, -0.501, 2.624], [-4.427, 0.005, -1.319], [-5.968, 1.456, -4.115], [-4.679, 2.818, -5.735], [-2.248, 3.204, -5.369], [-1.151, 2.186, -3.375], [-2.593, -2.514, -0.001], [-2.703, -3.870, 1.681], [-1.736, -5.251, 3.459], [0.396, -4.508, 4.515], [1.250, -2.237, 4.052], [8.513, 5.608, 1.860], [7.564, 5.009, 1.600], [6.389, 4.267, 1.277], [6.376, 3.420, 0.165], [5.240, 2.701, -0.143], [4.085, 2.785, 0.648], [4.114, 3.644, 1.762], [5.243, 4.374, 2.070], [2.926, 2.018, 0.361], [1.903, 1.365, 0.167], [7.264, 3.331, -0.448], [5.226, 2.047, -1.005], [3.231, 3.712, 2.383], [5.249, 5.032, 2.929], [-3.158, 3.323, 1.016], [-3.109, 2.499, 2.514], [-1.862, 1.993, 2.712], [-0.960, 2.244, 1.719], [-1.495, 2.937, 0.768], [-3.973, 2.423, 3.151], [-1.550, 1.405, 3.562], [-0.965, 3.233, -0.126], [1.806, -4.203, -1.533], [0.592, -3.400, -0.303], [-0.029, -2.117, -1.697], [-0.455, -4.954, -0.320], [2.202, -2.305, 0.635], [1.292, -4.615, -2.403], [2.324, -5.005, -1.008], [2.531, -3.451, -1.828], [-0.174, -2.723, -2.591], [0.898, -1.559, -1.779], [-0.923, -1.512, -1.568], [-0.508, -5.199, -1.375], [-1.433, -4.822, 0.119], [0.106, -5.713, 0.223]],
  "mulliken_charge": [0.6249, -0.7151, 0.4793, -0.6850, -0.2842, -0.8836, -0.5945, 0.1861, 0.9608, -0.8470, -0.7660, 0.0925, -0.3230, 0.8723, -0.9159, -0.7115, -0.5394, -0.9235, 0.8437, -0.6741, 0.5662, 0.4223, 0.3572, 0.4072, 0.4854, 0.2978, 0.5235, 0.4200, 0.3873, 0.4511, -0.5838, 0.1162, 0.5355, -0.4686, -0.6092, 0.2782, -0.5747, -0.4567, -2.0666, 1.3461, 0.4098, 0.4403, 0.4748, 0.4092, -0.2229, -0.1586, -0.7471, -0.0735, -0.1631, 0.4391, 0.4231, 0.5117, -1.3789, 0.9100, -1.6855, -1.2130, -0.3341, 0.4399, 0.4192, 0.4090, 0.4760, 0.5299, 0.4531, 0.4573, 0.3541, 0.3891]
}

{
  "formula": "C3H3NO",
  "method": "the ωB97M-V functional and the def2-TZVPD basis",
  "smiles": "Cc1nc1=O",
  "charge": 0,
  "max_force_ha_per_bohr": 0.0655,
  "elements": ["C", "C", "C", "N", "O", "H", "H", "H"],
  "positions_angstrom": [[0.316, -0.024, -0.018], [1.720, 0.182, 0.031], [-1.142, -0.015, 0.090], [1.146, -0.783, -0.768], [2.677, 0.757, 0.354], [-1.636, 0.386, -0.802], [-1.548, 0.448, 1.005], [-1.533, -0.951, 0.107]],
  "mulliken_charge": [0.4473, 0.6007, -1.0763, -0.4426, -0.4664, 0.2872, 0.2796, 0.3704]
}

{
  "formula": "C6H16F2NO3P",
  "method": "the ωB97M-V functional and the def2-TZVPD basis",
  "smiles": "COCCNCCOC.OP(F)F",
  "charge": 0,
  "max_force_ha_per_bohr": 0.0930,
  "elements": ["O", "P", "F", "F", "H", "C", "O", "C", "C", "N", "C", "C", "O", "C", "H", "H", "H", "H", "H", "H", "H", "H", "H", "H", "H", "H", "H", "H", "H"],
  "positions_angstrom": [[6.115, 0.176, -1.398], [4.368, 0.402, -1.137], [3.682, -0.873, -2.181], [4.069, 1.941, -1.995], [6.200, 0.443, -2.374], [0.849, -0.730, -1.670], [0.817, 0.336, -0.728], [-0.149, 1.343, -1.053], [-1.294, 1.340, -0.029], [-2.133, 0.146, -0.172], [-3.079, -0.046, 0.933], [-2.487, -0.301, 2.333], [-1.804, -1.551, 2.454], [-0.444, -1.519, 2.044], [1.705, -1.368, -1.431], [-0.057, -1.334, -1.602], [0.973, -0.350, -2.689], [-0.525, 1.241, -2.079], [0.371, 2.304, -0.989], [-1.913, 2.231, -0.178], [-0.847, 1.392, 0.968], [-1.535, -0.676, -0.223], [-3.697, -0.911, 0.666], [-3.753, 0.819, 0.978], [-3.330, -0.358, 3.033], [-1.862, 0.526, 2.688], [0.028, -0.550, 2.225], [-0.366, -1.794, 0.990], [0.099, -2.277, 2.615]],
  "mulliken_charge": [-0.4929, 0.8092, -0.3260, -0.3453, 0.3186, -0.8538, -0.2604, -0.8555, -0.2103, -0.3335, -0.6579, -0.4784, -0.4239, -0.5258, 0.2818, 0.3311, 0.3911, 0.4007, 0.4057, 0.3908, 0.1753, 0.0695, 0.3672, 0.3895, 0.3428, 0.3427, 0.2640, 0.1646, 0.3194]
}

| no. | DFT total energy (a.u.) |
| --- | --- |
| 1 | -2811.242017 |
| 2 | -6076.673097 |
| 3 | -4628.228918 |
| 4 | -246.030665 |
| 5 | -1059.759279 |